Entry from the Open Molecules 2025 dataset: a single C5H13NS molecule at a distorted geometry (the ωB97M-V functional and the def2-TZVPD basis).

Electronic energy   -17719.84031 eV
Orbital gap   9.8 eV
ΔE to the lowest compared entry with this formula, charge and spin   136.1 kJ/mol
HOMO   -8.82 eV

Geometry (Å):
C  1.18  1.26  0.52
C  2.24  0.58  -0.35
S  3.36  -0.53  0.66
C  0.23  0.22  1.16
N  -0.57  -0.58  0.22
C  -1.87  0.00  -0.23
C  -2.51  -1.02  -1.21
H  0.63  2.06  -0.03
H  1.85  1.72  1.21
H  1.99  -0.01  -1.35
H  2.92  1.34  -0.75
H  3.10  -1.70  0.08
H  0.77  -0.39  1.80
H  -0.32  0.89  1.89
H  -0.86  -1.51  0.70
H  -2.42  0.39  0.76
H  -1.60  1.01  -0.68
H  -3.46  -0.57  -1.53
H  -1.90  -1.20  -2.11
H  -2.79  -1.97  -0.78